[1]
Formula: C36H37BeNP2S
Source: the OMol25 dataset
Level of theory: ωB97M-V/def2-TZVPD

XYZ file:
```
78
Properties=species:S:1:pos:R:3:lowdin_charge:R:1
Be 2.34 3.80 3.27 0.357
C 6.00 0.43 3.71 -0.097
C 5.39 -0.50 2.99 -0.121
C 4.22 -1.33 3.40 -0.195
C 2.89 -0.79 2.81 -0.168
C 2.69 0.69 3.01 -0.099
C 3.02 1.39 4.10 -0.126
C 3.93 1.00 5.22 -0.182
C 5.46 1.12 4.95 -0.164
C 0.93 4.70 3.01 -0.189
H 6.98 0.80 3.35 0.106
H 5.74 -0.71 1.96 0.108
H 4.11 -1.35 4.47 0.085
H 4.35 -2.38 3.12 0.118
H 2.85 -0.99 1.73 0.081
H 2.06 -1.35 3.28 0.131
H 2.06 1.20 2.27 0.085
H 2.37 2.27 4.39 0.086
H 3.69 -0.03 5.49 0.095
H 3.67 1.57 6.14 0.125
H 5.72 2.20 4.95 0.071
H 6.00 0.74 5.84 0.118
H 1.21 5.77 2.92 0.000
H 0.30 4.65 3.93 0.006
H 0.33 4.41 2.13 -0.018
P -0.81 -0.63 -3.19 0.976
P -3.23 -0.04 -1.58 0.978
C -1.52 -2.04 -2.28 -0.327
C -2.71 -1.80 -1.68 -0.337
C -0.60 -1.38 -4.85 -0.402
C -0.58 -2.75 -5.08 -0.095
C -0.31 -3.22 -6.37 -0.086
C -0.14 -2.32 -7.43 -0.086
C -0.28 -0.95 -7.20 -0.091
C -0.51 -0.46 -5.92 -0.110
C 0.88 -0.63 -2.47 -0.366
C 0.98 -0.13 -1.15 -0.097
C 2.22 -0.04 -0.53 -0.097
C 3.35 -0.60 -1.14 -0.088
C 3.26 -1.12 -2.44 -0.082
C 2.04 -1.10 -3.12 -0.081
C -5.01 -0.31 -2.02 -0.373
C -5.27 -0.67 -3.36 -0.112
C -6.56 -1.06 -3.73 -0.093
C -7.60 -1.06 -2.79 -0.093
C -7.35 -0.64 -1.48 -0.089
C -6.07 -0.23 -1.10 -0.085
C -3.29 0.15 0.24 -0.403
C -3.52 1.45 0.75 -0.116
C -3.75 1.64 2.11 -0.089
C -3.72 0.54 2.98 -0.090
C -3.41 -0.73 2.50 -0.084
C -3.16 -0.92 1.14 -0.095
H -0.94 -2.97 -2.17 0.081
H -3.35 -2.56 -1.21 0.082
H -0.78 -3.46 -4.27 0.090
H -0.21 -4.29 -6.53 0.101
H 0.08 -2.71 -8.43 0.104
H -0.19 -0.26 -8.04 0.101
H -0.60 0.61 -5.74 0.100
H 0.08 0.18 -0.62 0.098
H 2.30 0.48 0.43 0.068
H 4.29 -0.65 -0.60 0.096
H 4.14 -1.55 -2.93 0.105
H 1.97 -1.47 -4.14 0.101
H -4.46 -0.64 -4.09 0.100
H -6.76 -1.35 -4.76 0.099
H -8.60 -1.40 -3.09 0.102
H -8.16 -0.61 -0.77 0.100
H -5.90 0.15 -0.09 0.098
H -3.51 2.30 0.07 0.103
H -3.96 2.64 2.50 0.106
H -3.93 0.67 4.04 0.098
H -3.35 -1.60 3.17 0.105
H -2.88 -1.90 0.76 0.087
S 5.57 5.01 5.84 0.640
C 4.23 4.68 5.04 -0.876
N 3.27 4.42 4.36 0.011
```

Energy above the lowest of the compared OMol25 structures with the same formula, charge and spin (eV): 0.210
Kohn-Sham gap (eV): 7.433
HOMO energy (eV): -7.446
DFT total energy (eV): -69234.1492


[2]
Formula: C36H37BrCsGeN2O3Te4
Source: the OMol25 dataset
Level of theory: ωB97M-V/def2-TZVPD

XYZ file:
```
85
Properties=species:S:1:pos:R:3:lowdin_spin:R:1
Cs 1.85 2.41 -1.55 0.001
C 4.02 -1.34 -2.20 0.000
N 3.72 -1.66 -0.83 0.000
C 4.94 -1.83 -0.08 0.000
C 2.58 -0.86 -0.23 0.000
O 2.13 0.06 -1.10 0.000
C 3.05 -0.16 1.06 0.000
O 1.93 0.45 1.70 0.000
C 2.14 0.70 3.06 0.000
C 1.51 2.05 3.41 0.000
O 1.47 2.94 2.57 0.001
N 1.11 2.24 4.69 0.000
C 1.05 1.21 5.71 0.000
C 0.39 3.46 5.03 0.002
H 4.52 -2.20 -2.67 0.000
H 4.67 -0.46 -2.32 0.000
H 3.10 -1.14 -2.75 0.000
H 5.58 -2.53 -0.62 0.000
H 4.75 -2.26 0.90 0.000
H 5.52 -0.89 0.05 0.000
H 3.76 0.63 0.79 0.000
H 3.55 -0.86 1.73 0.000
H 3.21 0.79 3.29 0.000
H 1.72 -0.12 3.64 0.000
H 1.78 0.43 5.54 0.000
H 0.04 0.78 5.78 0.000
H 1.26 1.67 6.68 0.000
H 0.03 3.93 4.12 0.003
H 1.04 4.16 5.57 0.000
H -0.47 3.20 5.64 0.000
Te -2.78 3.18 2.51 0.090
Te -3.45 -0.20 7.23 0.000
Te -3.02 1.10 4.83 0.009
Te -1.88 0.48 2.25 -0.002
Br -0.78 1.38 -0.25 0.001
C -3.88 3.07 -0.53 0.666
C -4.53 2.65 -1.63 0.086
C -3.94 2.91 -2.89 0.033
C -2.77 3.61 -2.98 -0.026
C -2.10 4.07 -1.81 0.021
C -0.86 4.76 -1.83 0.000
C -0.21 5.07 -0.67 0.004
C -0.73 4.65 0.58 -0.006
C -1.96 4.04 0.66 0.015
C -2.67 3.76 -0.55 0.085
H -5.47 2.10 -1.58 0.013
H -4.42 2.56 -3.79 0.006
H -2.33 3.83 -3.95 -0.001
H -0.45 5.07 -2.79 0.001
H 0.71 5.64 -0.71 0.000
H -0.18 4.82 1.50 0.001
C 0.95 -4.87 0.40 0.000
C 1.05 -4.27 -0.87 0.000
C 1.33 -2.94 -1.01 0.000
C 1.52 -2.02 0.14 0.000
C 1.56 -2.73 1.40 0.000
C 1.24 -4.06 1.50 0.000
Ge -0.27 -0.96 -0.27 0.000
C -0.42 -0.93 -2.36 0.000
C -0.15 0.22 -3.11 0.000
C -0.16 0.20 -4.50 0.000
C -0.46 -0.97 -5.19 0.000
C -0.77 -2.10 -4.47 0.000
C -0.76 -2.07 -3.08 0.000
C -2.04 -1.98 -0.29 0.000
C -2.11 -3.36 -0.13 0.000
C -3.20 -4.08 -0.59 0.000
C -4.26 -3.44 -1.20 0.000
C -4.24 -2.05 -1.31 0.000
C -3.14 -1.34 -0.87 0.000
H 0.71 -5.92 0.51 0.000
H 0.93 -4.88 -1.76 0.000
H 1.55 -2.52 -1.98 0.000
H 1.78 -2.18 2.31 0.000
H 1.22 -4.51 2.50 0.000
H 0.11 1.16 -2.66 0.000
H 0.07 1.11 -5.05 0.000
H -0.46 -0.98 -6.28 0.000
H -1.02 -3.03 -4.98 0.000
H -1.00 -2.98 -2.54 0.000
H -1.30 -3.89 0.37 0.000
H -3.20 -5.16 -0.49 0.000
H -5.11 -4.00 -1.58 0.000
H -5.08 -1.53 -1.75 0.000
H -3.12 -0.26 -1.01 0.000
```

Spin multiplicity: 2
Energy above the lowest of the compared OMol25 structures with the same formula, charge and spin (eV): 3.612
Total charge: -2
Kohn-Sham gap (alpha / beta) (eV): 3.332 / 3.330
HOMO energy (alpha / beta) (eV): -0.583 / -0.584
DFT total energy (eV): -203330.6106


[3]
Formula: C36H37BrGeN4O2RbS
Source: the OMol25 dataset
Level of theory: ωB97M-V/def2-TZVPD

XYZ file:
```
83
Properties=species:S:1:pos:R:3:lowdin_spin:R:1
Rb 0.06 -0.79 -0.53 0.074
O -2.39 4.39 -2.09 0.000
C -3.36 3.82 -1.29 0.000
C -4.51 4.51 -0.96 0.000
C -5.47 3.92 -0.14 0.000
C -5.26 2.63 0.34 0.000
C -4.09 1.95 -0.01 0.000
C -3.13 2.53 -0.82 0.000
C -1.90 1.68 -1.20 0.000
O -1.91 0.44 -0.75 0.005
N -0.71 2.50 -0.66 0.000
N 0.51 2.03 -0.93 0.001
C 1.52 2.82 -0.87 0.000
C 2.88 2.32 -1.00 0.000
Br 3.06 0.42 -1.11 0.002
C 4.02 3.03 -0.98 0.000
C 4.15 4.50 -0.96 0.000
C 5.23 5.05 -0.27 0.000
C 5.43 6.42 -0.20 0.000
C 4.55 7.27 -0.86 0.000
C 3.49 6.74 -1.58 0.000
C 3.30 5.37 -1.64 0.000
H -2.73 5.23 -2.43 0.000
H -4.67 5.52 -1.34 0.000
H -6.37 4.46 0.11 0.000
H -6.00 2.16 0.97 0.000
H -3.90 0.94 0.32 0.000
H -1.79 1.77 -2.30 0.000
H -0.81 3.51 -0.67 0.000
H 1.39 3.88 -0.66 0.000
H 4.95 2.47 -0.94 0.000
H 5.93 4.38 0.24 0.000
H 6.27 6.82 0.35 0.000
H 4.70 8.35 -0.82 0.000
H 2.83 7.40 -2.13 0.000
H 2.51 4.97 -2.26 0.000
C 2.03 -4.36 -1.64 0.096
Ge 0.46 -3.95 -0.57 0.477
C 0.68 -4.71 1.19 0.080
C 1.92 -5.23 1.57 0.027
C 2.11 -5.79 2.83 -0.001
C 1.05 -5.82 3.74 0.024
C -0.18 -5.30 3.38 -0.003
C -0.37 -4.75 2.12 0.024
C -1.12 -4.68 -1.45 0.085
C -0.93 -5.67 -2.38 0.027
C -2.02 -6.28 -3.04 0.003
C -3.29 -5.87 -2.79 0.012
C -3.54 -4.83 -1.86 0.000
C -4.86 -4.36 -1.60 0.001
C -5.08 -3.34 -0.73 -0.001
C -4.00 -2.73 -0.05 0.003
C -2.73 -3.18 -0.27 0.012
C -2.45 -4.23 -1.18 0.008
H 2.17 -5.45 -1.67 0.015
H 2.92 -3.90 -1.22 0.001
H 1.90 -4.00 -2.66 0.000
H 2.76 -5.21 0.88 0.002
H 3.07 -6.19 3.11 0.000
H 1.19 -6.25 4.72 0.002
H -1.01 -5.32 4.08 -0.001
H -1.34 -4.35 1.85 0.001
H 0.07 -6.02 -2.61 0.003
H -1.84 -7.07 -3.76 0.000
H -4.13 -6.32 -3.30 0.001
H -5.68 -4.83 -2.13 0.000
H -6.09 -2.99 -0.55 0.000
H -4.17 -1.91 0.62 0.000
H -1.91 -2.70 0.25 0.014
C 3.68 0.26 2.71 0.000
N 2.62 1.25 2.58 0.000
C 1.31 0.93 2.50 0.001
S 0.74 -0.67 2.62 0.003
N 0.47 1.96 2.34 0.000
C 0.82 3.35 2.42 0.000
H 4.61 0.80 2.90 0.000
H 3.78 -0.34 1.81 0.000
H 3.47 -0.40 3.55 0.000
H 2.89 2.16 2.26 0.000
H -0.50 1.70 2.19 0.000
H 1.31 3.58 3.37 0.000
H -0.09 3.94 2.34 0.000
H 1.49 3.66 1.60 0.000
```

Spin multiplicity: 2
Energy above the lowest of the compared OMol25 structures with the same formula, charge and spin (eV): 0.718
Kohn-Sham gap (alpha / beta) (eV): 7.267 / 6.705
HOMO energy (alpha / beta) (eV): -7.157 / -7.490
DFT total energy (eV): -186035.0186


[4]
Formula: C36H37ClO4P2RuTe
Source: the OMol25 dataset
Level of theory: ωB97M-V/def2-TZVPD

XYZ file:
```
82
Properties=species:S:1:pos:R:3:lowdin_spin:R:1
Ru 1.31 -0.20 1.26 0.110
C -1.75 0.14 3.24 0.000
C -1.31 -1.30 2.99 0.000
P -0.45 -1.56 1.39 -0.005
C -1.75 -1.26 0.14 -0.001
C -3.10 -1.39 0.44 0.000
C -4.08 -1.16 -0.52 0.000
C -3.70 -0.83 -1.82 0.000
C -2.36 -0.73 -2.14 0.000
C -1.39 -0.93 -1.16 0.000
C -0.12 -3.32 1.20 -0.001
C -0.10 -4.18 2.29 0.000
C 0.15 -5.53 2.11 0.000
C 0.39 -6.02 0.83 0.000
C 0.39 -5.16 -0.26 0.000
C 0.14 -3.81 -0.08 -0.001
C -0.58 1.13 3.45 0.001
P 0.13 1.58 1.85 0.005
C -1.06 2.67 1.03 0.001
C -1.27 3.94 1.57 0.000
C -2.21 4.78 1.00 0.000
C -2.94 4.36 -0.11 0.000
C -2.73 3.10 -0.64 0.000
C -1.79 2.25 -0.07 0.000
C 1.62 2.58 2.15 0.004
C 2.52 2.18 3.14 0.000
C 3.78 2.75 3.23 0.000
C 4.16 3.74 2.33 -0.001
C 3.27 4.16 1.35 0.002
C 2.01 3.59 1.25 0.008
H -2.38 0.18 4.13 0.000
H -2.40 0.46 2.41 0.000
H -2.17 -1.97 2.95 0.000
H -0.68 -1.65 3.80 0.000
H -3.43 -1.67 1.43 0.000
H -5.12 -1.25 -0.26 0.000
H -4.46 -0.67 -2.58 0.000
H -2.05 -0.49 -3.15 0.000
H -0.35 -0.84 -1.44 0.000
H -0.26 -3.81 3.30 0.000
H 0.17 -6.20 2.96 0.000
H 0.59 -7.07 0.69 0.000
H 0.59 -5.54 -1.25 0.000
H 0.13 -3.15 -0.93 0.000
H 0.22 0.65 4.01 0.000
H -0.91 2.00 4.02 0.000
H -0.70 4.28 2.43 0.000
H -2.38 5.77 1.41 0.000
H -3.67 5.02 -0.55 0.000
H -3.30 2.77 -1.50 0.000
H -1.62 1.28 -0.49 0.000
H 2.24 1.42 3.86 0.000
H 4.47 2.42 4.00 0.000
H 5.14 4.19 2.40 0.000
H 3.55 4.94 0.66 0.000
H 1.34 3.92 0.48 0.000
O 2.53 -3.19 3.08 0.000
Cl 2.81 -1.81 2.97 0.000
O 3.90 -1.39 3.76 0.000
O 1.58 -1.01 3.31 0.004
O 3.03 -1.43 1.54 0.019
C -0.71 -0.46 -6.26 0.001
C 0.05 -0.28 -4.97 0.005
C 0.87 -1.28 -4.47 0.000
C 1.61 -1.11 -3.31 0.012
C 2.47 -2.23 -2.81 0.030
C 1.48 0.10 -2.61 0.053
Te 2.71 0.38 -0.93 0.680
C 0.64 1.11 -3.06 0.014
C 0.46 2.42 -2.34 0.022
C -0.06 0.90 -4.25 0.000
H -0.53 -1.44 -6.70 0.000
H -0.41 0.30 -6.99 0.000
H -1.78 -0.35 -6.10 0.000
H 0.96 -2.22 -5.01 0.000
H 2.48 -3.06 -3.52 0.002
H 2.12 -2.62 -1.85 0.005
H 3.51 -1.92 -2.66 0.012
H 0.64 2.32 -1.27 0.015
H -0.55 2.79 -2.47 0.001
H 1.14 3.18 -2.72 0.001
H -0.71 1.69 -4.61 0.000
```

Spin multiplicity: 2
Total charge: +1
Kohn-Sham gap (alpha / beta) (eV): 7.663 / 6.132
HOMO energy (alpha / beta) (eV): -11.063 / -11.055
DFT total energy (eV): -87086.0398


no.,molar mass (u)
1,586.726
2,1341.522
3,827.767
4,859.759